Record 1
50
Properties=species:S:1:pos:R:3 method="wB97M-V/def2-TZVPD" total_charge=+2 e_above_lowest_ev=5.3664 e_tot_ha=-4038.85521 e_homo_ev="-14.73 / -14.75" orbital_gap_ev="5.23 / 4.01" max_force_ha_per_bohr=0.0717
Pb -2.000 -0.129 -1.300
Br -4.218 -1.587 -1.902
P 0.621 2.579 -1.985
P 0.600 -2.087 -2.191
C -2.118 0.782 -6.535
C 1.484 -0.534 -6.636
C 1.443 3.869 -3.074
C 0.537 -1.415 -5.840
C 0.185 1.617 -5.839
C -0.748 -3.190 -2.807
C -1.556 -0.600 -6.970
C 2.239 -2.579 -2.958
C -0.816 -1.371 -5.925
C 1.039 0.860 -2.832
C -1.159 2.696 -2.476
C -1.162 1.581 -5.663
C 0.189 -0.394 -3.016
C 0.951 0.906 -6.913
C -0.663 -1.315 0.352
H -1.746 -2.814 -2.522
H -1.410 -1.878 0.983
H 2.538 3.689 -3.129
H -3.059 0.668 -5.953
H -0.923 -0.474 -7.862
H 2.851 -1.718 -3.259
H 1.045 -2.225 -5.283
H 1.871 1.508 -7.073
H 2.019 0.583 -2.397
H 1.279 1.229 -3.851
H 0.770 2.381 -5.324
H 2.755 -3.048 -2.097
H -1.720 3.219 -1.673
H -2.447 -1.194 -7.240
H 2.248 -3.320 -3.786
H -2.301 1.371 -7.467
H 2.441 -0.473 -6.057
H -0.257 -0.449 0.982
H -0.802 -3.461 -3.885
H -0.886 -0.231 -3.361
H 1.704 -1.001 -7.636
H 1.344 4.816 -2.501
H 0.370 0.892 -7.851
H 0.191 -2.067 0.311
H -1.666 2.378 -5.080
H -1.728 1.747 -2.583
H 0.554 -0.732 -4.002
H -0.616 -4.135 -2.251
H -1.458 -1.848 -5.183
H -1.329 3.231 -3.422
H 1.044 4.031 -4.095


Record 2
73
Properties=species:S:1:pos:R:3 method="wB97M-V/def2-TZVPD" total_charge=+2 e_above_lowest_ev=0.0000 e_tot_ha=-3948.06107 e_homo_ev=-14.81 orbital_gap_ev=8.19 max_force_ha_per_bohr=0.0544
Cl -1.087 -2.252 -3.134
Cl -2.189 -4.269 -0.787
S -1.208 0.474 0.893
F 0.009 2.208 -0.555
F 0.130 0.251 -1.292
F 2.126 1.622 -2.450
F 2.981 -6.664 1.156
F 2.081 0.224 -4.134
F -0.809 6.606 -0.825
F 4.615 -5.645 0.200
F -1.121 4.787 -1.879
F 3.714 1.635 -3.914
F 1.356 0.749 0.421
F 4.386 -5.577 2.378
F -0.261 4.737 0.151
O 3.237 -3.307 1.813
O -2.659 4.558 1.023
O -0.738 -0.795 1.467
O 2.067 -4.309 0.177
O -3.462 5.748 -0.742
O 4.803 0.145 -2.082
O -1.416 1.595 1.818
O 3.038 -1.241 -2.042
O -2.343 0.279 -0.029
N -2.040 -2.934 2.423
N -4.806 0.027 -0.858
N -3.570 2.697 3.190
C -2.540 5.119 -0.029
C -4.832 5.599 -0.344
C 6.520 -1.539 -2.405
C 0.235 0.969 -0.194
C 3.752 -5.599 1.217
C 3.577 -0.247 -2.413
C -1.132 5.332 -0.648
C 2.930 -4.302 1.006
C 2.463 -2.146 1.778
C 3.229 -1.004 2.445
C 2.877 0.842 -3.261
C -5.328 4.171 -0.466
C -0.848 -3.088 -0.551
C -0.051 -2.900 -1.830
C 5.643 -0.815 -1.409
H -6.412 4.096 -0.564
H 5.005 -1.526 -0.889
H 0.616 -2.053 -1.686
H 1.507 -2.219 2.313
H -4.888 3.782 -1.385
H 0.475 -3.778 -2.188
H -4.353 2.206 2.774
H -2.710 2.312 2.720
H 2.622 -0.111 2.273
H -5.056 6.100 0.601
H -5.342 6.263 -1.043
H 6.358 -0.288 -0.781
H -1.319 -2.138 -0.290
H -3.536 3.705 3.003
H -0.261 -3.401 0.310
H 7.081 -2.284 -1.836
H -4.898 0.037 -1.871
H 5.986 -2.129 -3.154
H -3.780 0.198 -0.551
H -3.589 2.461 4.183
H -3.036 -2.779 2.264
H -1.557 -2.353 1.700
H -1.928 -3.943 2.294
H 4.218 -0.839 2.019
H 3.388 -1.110 3.518
H -5.109 3.597 0.438
H 2.163 -1.714 0.819
H -1.766 -2.623 3.354
H 7.153 -0.847 -2.956
H -5.410 0.544 -0.223
H -4.950 -0.904 -0.451


Record 3
60
Properties=species:S:1:pos:R:3 method="wB97M-V/def2-TZVPD" total_charge=-1 e_tot_ha=-2653.95734 e_homo_ev=-5.52 orbital_gap_ev=7.91 max_force_ha_per_bohr=0.0153
Cl -1.212 1.762 -0.662
S 2.348 0.221 -2.337
S -0.080 -0.026 -3.536
O -0.371 -4.944 -0.801
O -1.086 -6.284 0.728
O -1.754 4.806 5.118
O -0.082 -1.451 -3.276
O -0.881 4.186 3.248
O 3.014 -0.311 -3.507
O 0.921 -6.707 -0.213
O 0.053 0.352 -4.929
O -2.990 3.534 3.717
O 2.376 -0.649 -1.177
N 0.879 0.799 -2.588
C 0.492 -5.354 -3.050
C -1.971 4.110 3.995
C 4.056 1.481 -0.601
C -0.914 -7.466 1.502
C -2.837 4.798 6.055
C 5.311 0.639 -0.815
C -2.888 3.509 6.848
C -2.167 0.614 -1.650
C 0.600 -4.525 -1.791
C -0.075 -6.034 -0.123
C 2.438 3.020 -1.800
C -1.723 0.548 -3.105
C 3.275 1.733 -1.901
C -3.632 1.082 -1.595
C -0.940 3.442 2.017
H 1.439 2.900 -2.200
H -2.644 5.644 6.713
H 5.038 -0.387 -1.061
H 0.374 -3.486 -2.008
H -3.776 4.981 5.533
H -0.046 3.708 1.462
H -1.822 3.707 1.442
H 1.164 -4.953 -3.808
H -2.338 -0.221 -3.579
H 2.925 3.821 -2.359
H 5.945 0.623 0.072
H -0.528 -5.325 -3.436
H -1.723 -7.472 2.228
H -3.112 2.664 6.200
H -1.927 3.322 7.329
H 2.358 3.346 -0.762
H -3.857 1.484 -0.612
H 4.009 1.862 -2.694
H -0.938 2.376 2.222
H -4.293 0.249 -1.830
H 3.411 1.004 0.134
H -0.983 -8.351 0.870
H 4.342 2.462 -0.209
H -3.775 1.876 -2.329
H 1.601 -4.567 -1.365
H -2.105 -0.377 -1.206
H 5.883 1.026 -1.662
H -3.659 3.570 7.616
H 0.756 -6.396 -2.864
H 0.044 -7.460 2.019
H -1.921 1.483 -3.625